Here is a 2-piece molecular cluster, C37H65N2O7 overall in a non-equilibrium geometry from the OMol25 dataset. Energies are from wB97M-V/def2-TZVPD.

Geometry as XYZ:
```
111
Properties=species:S:1:pos:R:3:forces:R:3
C 4.263631 -4.639989 0.601737 -0.1 -1.0 -0.9
C 2.777024 -4.557239 -0.089771 1.9 0.5 0.8
C 1.786147 -4.088667 1.082472 1.5 -1.6 -0.4
C 1.967569 -5.259010 2.218902 0.6 0.3 0.2
C 0.247913 -3.862948 0.725451 -1.5 0.9 2.4
C -0.613895 -5.219148 0.617071 -0.3 -0.7 -0.8
C -0.095207 -6.289382 -0.466569 -0.8 -1.1 0.1
C 0.465498 -7.644770 0.255692 -0.6 -0.8 -1.2
C 1.783084 -8.232688 -0.441972 0.8 0.2 2.1
O 1.856460 -8.002960 -1.878384 2.4 -0.5 0.2
C 3.231862 -8.244922 -2.254065 1.9 1.7 0.8
O 4.177247 -7.491415 -1.955337 -3.8 -2.6 -1.0
O -0.216163 -3.357453 2.059953 0.3 3.2 0.7
C -0.028169 -1.934533 2.187766 -1.1 0.0 1.5
O -0.105560 -1.335207 3.278507 0.5 -2.1 -3.9
C 0.234214 -1.298228 0.702411 0.0 -0.1 1.1
O 1.668309 -0.963819 0.658751 -0.5 -0.9 0.4
C -0.395416 0.141272 0.397064 -0.3 0.7 1.7
O -0.374157 0.538219 -1.001615 2.1 0.8 0.4
C 0.637737 1.527557 -1.215984 1.8 3.2 -0.6
C 0.179075 3.016991 -1.037755 3.6 -1.1 -0.8
C 1.214731 4.155997 -1.202757 0.5 -3.6 -0.2
C 2.688654 3.825255 -1.542944 -2.5 -2.4 0.3
C 3.135036 2.356786 -1.765526 -3.5 1.3 1.1
C 2.105766 1.213912 -1.600625 -1.1 2.7 0.4
C -0.240184 -2.581190 -0.154770 2.0 0.7 -2.2
C 0.543702 -2.673121 -1.555234 0.6 -0.5 -0.6
C -0.170917 -2.136422 -2.870476 0.5 -0.9 -1.0
C 0.976661 -1.871548 -3.982170 -0.9 1.0 0.3
C 0.393896 -0.928222 -5.160829 0.2 0.1 -0.6
C 1.406441 0.241985 -5.599725 0.6 -0.1 -0.7
N 0.755161 1.590299 -5.719464 -0.4 -0.2 -0.6
C -1.790115 -2.468748 -0.547224 -0.4 -0.7 1.3
C -2.861793 -2.616673 0.631286 -2.6 -0.6 -1.2
C -4.258371 -3.057897 -0.098229 1.3 -0.8 -0.5
O -3.168915 -1.409632 1.362997 0.6 0.1 -0.2
H 5.069706 -4.464701 -0.198202 -1.2 -0.1 1.3
H 4.423946 -5.729857 0.952482 -0.1 1.9 -0.3
H 4.379075 -3.911461 1.470975 -0.1 -1.0 -1.2
H 2.599766 -5.607170 -0.492704 -0.2 1.6 0.4
H 2.909945 -3.820929 -0.947863 -0.6 -1.0 1.1
H 2.308198 -3.185950 1.582290 -1.5 -1.0 -1.2
H 1.050195 -5.399303 2.872136 1.1 0.1 -0.9
H 2.335933 -6.244025 1.740381 -0.9 1.6 0.8
H 2.824233 -4.949414 2.931559 -1.4 -0.4 -1.2
H -1.725472 -5.031424 0.359465 1.9 0.2 0.5
H -0.656922 -5.781193 1.626182 0.3 1.4 -1.5
H -1.017335 -6.663351 -1.059172 1.5 0.8 0.9
H 0.616062 -5.882476 -1.255574 -0.8 -0.5 1.3
H -0.343018 -8.466765 0.148848 1.1 1.4 0.2
H 0.604463 -7.511763 1.385410 0.2 -0.1 -1.8
H 1.932213 -9.358971 -0.267429 -0.6 1.5 -0.1
H 2.681567 -7.724903 0.085069 -1.3 -0.7 -1.1
H 3.423824 -9.230382 -2.820160 -0.7 1.4 0.6
H 1.883223 -0.460705 1.485515 -0.4 -0.7 -1.0
H 0.283227 0.899957 0.949839 -1.1 -1.4 -0.6
H -1.444090 0.320516 0.802038 1.2 -0.7 -0.7
H -0.920498 3.215081 -0.787953 1.8 -0.3 -0.5
H 0.833873 5.222305 -1.057147 0.9 -1.6 -0.3
H 3.429031 4.688805 -1.627920 -1.1 -1.5 0.1
H 4.236781 2.182584 -2.018061 -2.0 0.0 0.4
H 2.397984 0.117655 -1.748973 -0.4 1.9 0.3
H 0.740024 -3.801430 -1.733882 -0.3 1.8 0.2
H 1.604926 -2.211392 -1.535220 -1.8 -0.6 0.4
H -0.851511 -2.985553 -3.267097 0.9 1.5 0.5
H -0.805959 -1.200308 -2.774853 1.0 -1.1 0.2
H 1.792476 -1.239442 -3.460441 -1.1 -1.3 -0.9
H 1.392845 -2.870630 -4.369323 -0.5 1.6 0.6
H -0.590770 -0.422441 -4.849458 1.4 -0.8 -0.2
H 0.146655 -1.528553 -6.117737 0.3 0.8 1.6
H 1.838234 -0.001043 -6.644174 -0.3 0.0 1.8
H 2.277592 0.371545 -4.851446 -1.4 -0.5 -1.1
H -0.237260 1.489280 -5.981627 0.7 -0.1 0.2
H 1.178084 2.133111 -6.498318 -0.3 -0.6 0.9
H -2.045718 -1.454433 -1.040097 0.7 -1.8 0.6
H -2.003169 -3.353070 -1.262554 0.3 1.6 1.0
H -2.659252 -3.437518 1.390958 0.2 1.4 -0.9
H -4.358331 -2.533155 -1.121773 0.0 -0.6 1.7
H -5.170130 -2.892884 0.564331 1.3 -0.3 -0.9
H -4.121523 -4.179912 -0.349445 -0.6 1.7 0.4
H -3.774697 -0.818010 0.870624 0.5 -0.9 0.1
C -0.665720 9.803814 2.036840 0.0 0.1 -0.1
C -2.090495 9.333393 1.789010 0.1 0.1 0.0
C -2.745681 8.675073 3.005920 -0.2 0.0 -0.4
C -2.179313 7.340773 3.495933 -0.3 0.2 0.0
N -2.241528 6.170761 2.497356 -0.1 -0.4 0.0
C -0.931601 6.054836 1.714255 0.0 0.1 0.0
C -0.024046 5.239618 2.611303 0.2 0.1 0.1
C -0.945994 4.182020 3.180734 0.1 -0.7 0.1
C -2.322734 4.821622 3.260228 -0.1 0.1 0.0
C -3.441384 6.247953 1.582264 0.3 0.0 0.2
H -0.022829 8.997915 2.399134 0.1 0.1 0.0
H -0.237018 10.179502 1.104964 0.1 0.0 0.2
H -0.646223 10.612200 2.770821 0.1 -0.1 0.0
H -2.096075 8.670584 0.920121 -0.1 0.0 0.0
H -2.697346 10.198961 1.505110 0.0 -0.1 0.0
H -3.817483 8.560357 2.813971 0.1 0.0 0.1
H -2.683825 9.379959 3.842807 0.1 -0.2 0.0
H -2.765683 7.040011 4.367430 0.1 -0.1 -0.2
H -1.143529 7.447167 3.823994 0.0 -0.2 -0.2
H -1.143476 5.523882 0.780789 -0.1 0.1 0.2
H -0.535789 7.043595 1.488523 -0.3 0.0 0.0
H 0.388750 5.853485 3.415104 0.0 0.1 -0.1
H 0.813601 4.802387 2.066742 -0.1 0.1 -0.1
H -0.608851 3.823149 4.155623 -0.1 0.0 -0.1
H -0.980601 3.312951 2.515203 0.0 0.1 0.1
H -2.653880 5.004283 4.283329 0.0 0.1 -0.2
H -3.061484 4.188017 2.765127 0.0 0.3 0.1
H -3.373007 7.121902 0.941219 0.0 0.0 0.2
H -4.340010 6.282936 2.199749 0.1 0.0 -0.1
H -3.452128 5.358132 0.948260 0.0 0.1 0.2
```
Forces are in eV/Å.

Values from the calculation:
LUMO level (Ha): -0.084
E_HOMO (eV): -10.454
Total charge: +1
Relative energy (zero: lowest compared OMol25 entry of this formula, charge and spin) (kcal per mole): 217.7
Gap between HOMO and LUMO (eV): 8.2
Calculated total energy (Ha): -2084.4198

Mulliken atomic charge list, values in e, 99 entries: -1.16 0.87 0.31 -1.20 -0.22 -1.21 -0.66 -0.81 -0.51 -0.33 0.12 -0.43 -0.32 0.01 -0.68 0.38 -0.45 -0.97 -0.37 0.26 -0.11 -0.46 -0.51 -0.76 0.08 2.85 -0.51 -0.54 -0.35 -0.63 -0.23 -0.59 -1.93 0.06 -1.30 -0.59 0.37 0.28 0.27 -0.48 0.07 0.84 0.35 0.15 0.27 -0.10 0.58 0.58 0.27 0.44 0.37 0.39 0.17 0.36 0.49 0.41 0.32 0.36 0.35 0.32 0.36 0.27 -0.10 -0.13 0.22 0.25 0.02 0.38 0.31 0.30 0.28 0.17 0.22 0.26 0.40 0.52 0.40 0.30 0.37 0.30 0.39 -1.34 -0.28 -0.81 -0.51 0.64 -0.66 -0.74 -0.15 -0.62 -1.28 0.27 0.36 0.39 0.18 0.46 0.32 0.50 0.28